{"formula": "C22H44Br2CaCl2CsNNaO11Si2", "method": "ωB97M-V/def2-TZVPD", "elements": ["C", "C", "O", "C", "O", "C", "C", "C", "Si", "O", "Si", "Br", "C", "Br", "C", "C", "H", "H", "H", "H", "H", "H", "H", "H", "H", "H", "H", "H", "H", "H", "H", "H", "H", "H", "H", "H", "N", "C", "C", "C", "C", "C", "H", "H", "H", "H", "H", "O", "C", "C", "O", "H", "H", "H", "H", "Na", "Ca", "O", "H", "C", "Cl", "Cl", "H", "H", "C", "O", "H", "H", "H", "H", "Cs", "C", "C", "C", "O", "H", "H", "H", "H", "H", "H", "H", "C", "O", "O", "O", "H"], "positions_angstrom": [[-6.83536, 1.99790, 3.51516], [-5.37014, 2.22781, 4.14097], [-5.05169, 3.64970, 4.27683], [-4.13913, 3.96434, 3.20662], [-2.95456, 4.21693, 3.54279], [-4.63178, 4.02138, 1.68967], [-3.41115, 3.73490, 0.66367], [-3.20048, 2.15164, 0.42460], [-2.23999, 1.85839, -1.20073], [-0.54782, 2.22287, -1.14858], [0.19344, 1.79825, 0.34278], [0.12904, 3.39829, 1.95194], [-2.61986, 0.10366, -1.91779], [-1.08420, -1.14544, -1.78136], [-3.99021, -0.53172, -1.30996], [-5.24472, 0.29894, -1.94134], [-6.81646, 1.04941, 2.88115], [-7.15787, 2.86736, 2.81007], [-7.58025, 1.88456, 4.41577], [-5.38448, 1.79319, 5.20144], [-4.52991, 1.70790, 3.56237], [-5.48350, 3.27595, 1.45255], [-5.07802, 5.07259, 1.52389], [-3.77687, 4.15298, -0.35226], [-2.45992, 4.30477, 0.91940], [-2.79988, 1.59493, 1.33661], [-4.26548, 1.73326, 0.24316], [-2.82642, 2.79684, -2.19127], [-0.32675, 0.50711, 0.84514], [1.61797, 1.52584, 0.03149], [-2.82965, 0.23766, -3.04830], [-4.01946, -0.40537, -0.17841], [-4.08574, -1.64419, -1.59472], [-5.79293, 0.81360, -1.07136], [-4.93581, 1.04138, -2.75113], [-5.94006, -0.46523, -2.42706], [1.65143, 1.13551, 6.63189], [0.75533, 1.59491, 5.74387], [0.62012, 2.93226, 5.40622], [1.45529, 3.85225, 6.02279], [2.38943, 3.40476, 6.94600], [2.44810, 2.04628, 7.21236], [0.12327, 0.83760, 5.29120], [-0.11934, 3.24632, 4.68032], [1.37931, 4.90813, 5.78596], [3.05704, 4.09512, 7.44664], [3.16410, 1.64712, 7.92384], [0.12909, -5.55325, -2.23725], [-0.17096, -5.62302, -3.50146], [-1.37131, -4.54779, -3.83041], [-1.69524, -4.63052, -5.09363], [-0.53070, -6.59527, -3.87975], [0.63065, -5.38891, -4.22201], [-0.99193, -3.57809, -3.47040], [-2.16728, -4.75912, -3.09524], [-8.23647, 3.56613, 4.04009], [3.40808, 2.43369, 0.31879], [-3.92880, -2.60803, 1.11974], [-3.05519, -2.55061, 0.74798], [8.13348, 3.38507, 1.04155], [6.62635, 3.50469, 0.11273], [8.10687, 4.45841, 2.44548], [8.25709, 2.35846, 1.38293], [8.96803, 3.66306, 0.39992], [5.37789, 3.70972, -3.82596], [4.36713, 3.26807, -2.94173], [6.16956, 4.18890, -3.24744], [5.79139, 2.85588, -4.36610], [4.95703, 4.43316, -4.53208], [3.67983, 2.84756, -3.48085], [6.69362, 5.95486, -3.29940], [2.61225, -8.43945, -2.50054], [3.01431, -7.66065, -3.76768], [4.39151, -6.99933, -3.53815], [2.11645, -6.68979, -3.96115], [2.54266, -7.79180, -1.61998], [1.64555, -8.93898, -2.62888], [3.35463, -9.21727, -2.27631], [3.17141, -8.42257, -4.55387], [4.38655, -6.30357, -2.69415], [4.72478, -6.44899, -4.42354], [5.14930, -7.76472, -3.32472], [4.81013, -3.46868, -3.48278], [5.21728, -4.08033, -2.45710], [3.45790, -3.30455, -3.45024], [5.42441, -3.01241, -4.47022], [3.37866, -3.76263, -2.59107]], "atomic_forces_ev_per_a": [[1.0, -0.9, -0.1], [-0.3, -0.6, 0.5], [0.4, -0.7, -2.0], [3.8, 1.0, 1.0], [-4.9, -0.9, -1.6], [0.2, 0.0, 0.1], [-1.0, -0.1, -0.7], [-0.8, 0.8, 0.8], [0.0, -0.9, -0.8], [-0.5, -0.6, 2.8], [-1.3, -0.2, -1.7], [0.1, -0.6, -1.0], [-1.4, -0.3, -0.7], [-0.5, 0.6, 0.1], [0.1, 0.7, -0.6], [0.2, -0.8, 0.4], [-0.3, 1.2, 1.0], [1.4, -2.0, 0.5], [1.5, -0.7, -1.7], [0.2, 0.6, -1.6], [-1.5, 0.5, 0.7], [1.4, 1.1, 0.6], [0.8, -1.5, 0.4], [0.6, -0.6, 1.6], [-1.4, -0.8, 0.0], [-0.4, 0.8, -1.1], [1.8, 0.4, 0.1], [0.2, 0.2, 0.2], [-0.1, 0.4, 0.2], [-0.9, -0.1, -0.1], [0.7, -0.3, 1.7], [0.2, -0.9, -1.5], [0.3, 1.8, 0.8], [0.6, -0.6, -1.5], [-0.4, -0.8, 1.2], [0.7, 1.2, 0.7], [0.0, 0.7, -0.1], [0.3, -0.4, 0.3], [0.1, 0.1, 0.1], [0.0, 0.1, 0.0], [-0.1, 0.0, -0.1], [-0.3, -0.5, -0.2], [0.0, 0.1, 0.0], [0.0, -0.1, 0.2], [0.0, -0.1, 0.0], [0.0, -0.1, 0.0], [0.0, 0.1, 0.0], [-1.2, 0.5, -2.5], [4.4, -3.8, 2.4], [-4.1, 3.7, -2.3], [0.8, -0.2, 2.3], [-0.8, 0.1, 0.5], [-0.2, 1.2, 0.2], [1.0, -0.2, -0.4], [0.1, -1.0, -0.2], [-1.7, 2.3, 1.0], [1.2, 0.7, 0.1], [-0.9, 0.5, 0.4], [0.7, -0.1, -0.3], [0.6, -0.2, 0.2], [0.0, 0.1, -0.3], [0.1, 0.0, 0.0], [-0.2, 0.2, 0.0], [-0.2, 0.0, 0.1], [-0.9, -2.2, 0.1], [0.1, 0.3, -0.2], [-1.9, -4.4, -0.2], [0.2, 0.1, -0.2], [0.1, 0.1, -0.2], [0.0, -0.1, 0.2], [2.2, 5.9, 0.6], [0.4, -0.7, 0.2], [0.0, 0.1, 1.6], [0.6, -0.1, 0.0], [-0.4, 0.4, -0.9], [0.0, 0.1, -0.3], [0.0, 0.1, -0.1], [0.0, -0.1, 0.1], [-0.2, 0.1, -0.6], [-0.2, 0.0, -0.2], [-0.2, 0.0, 0.1], [0.0, -0.1, 0.0], [1.4, 0.1, -0.5], [0.8, 0.2, -0.1], [-0.9, 0.1, 0.5], [-0.1, -0.1, 0.4], [-1.0, 0.1, -0.3]], "e_lumo_ev": -1.422, "orbital_gap_ev": 0.9, "total_charge": -1, "total_energy_ev": -251810.2757, "de_lowest_kcal_mol": 139.1}